[1]
A molecular structure, C28H32N5O2ReSe at a distorted geometry. Source: the OMol25 dataset; level of theory: wB97M-V/def2-TZVPD.

The geometry in XYZ format:
```
69
Properties=species:S:1:pos:R:3:forces:R:3
Re -1.5803 -1.1599 -1.6189 -0.949 1.933 -0.421
O 0.7454 2.2026 -5.2313 0.577 -0.852 -0.644
C 0.0109 3.0011 -4.5043 -0.628 0.863 0.642
C 0.1583 4.3973 -4.7038 0.025 -0.659 0.085
C -0.5841 5.2950 -3.9709 0.130 -0.471 -0.236
C -1.4946 4.8418 -3.0068 -0.295 -0.949 0.588
C -1.6224 3.4841 -2.7526 -0.215 1.469 0.138
C -0.8895 2.5422 -3.4869 0.281 -1.183 -0.110
C -1.0449 1.1340 -3.1809 1.169 1.731 -2.698
O -1.6124 0.7648 -2.0730 -0.452 -3.215 2.566
N -0.6078 0.1799 -3.9991 0.281 0.337 -0.619
N -0.8728 -1.0324 -3.5197 0.104 -0.368 -0.470
C -0.6789 -2.1340 -4.1933 -0.074 0.142 -0.092
C -1.0859 -3.3328 -3.5082 0.093 -0.436 -0.626
C -1.0734 -4.6101 -4.0760 0.056 0.656 0.171
C -1.5539 -5.6866 -3.3476 -0.154 0.191 0.187
C -2.0734 -5.4525 -2.0772 0.047 0.311 -0.007
C -2.0598 -4.1673 -1.5651 -0.386 -0.884 0.874
N -1.5595 -3.1200 -2.2365 0.455 0.694 -0.052
H 0.5492 1.2495 -5.1040 -0.060 0.606 0.007
H 0.8760 4.7187 -5.4452 -0.029 0.012 -0.057
H -0.4782 6.3554 -4.1449 0.057 0.058 -0.048
H -2.0846 5.5549 -2.4489 -0.041 -0.038 -0.003
H -2.3242 3.1438 -2.0055 -0.075 0.001 0.053
H -0.3059 -2.1382 -5.2104 0.054 0.132 0.001
H -0.7123 -4.7429 -5.0828 0.109 0.046 -0.135
H -1.5584 -6.6863 -3.7578 0.065 -0.037 -0.091
H -2.4746 -6.2633 -1.4876 -0.074 0.036 0.090
H -2.4652 -3.9669 -0.5786 0.106 -0.064 -0.101
C 1.1064 -0.6782 4.8455 -0.033 0.044 -0.117
C 1.4236 -2.1356 4.5590 -0.108 -0.203 0.369
C 0.6243 -2.7780 3.4233 0.360 0.019 -0.179
C 1.2387 -2.5982 2.0237 -0.327 -0.873 0.586
N 1.2319 -1.2198 1.5885 -0.367 0.630 -0.491
C 0.1792 -0.5476 1.0973 0.260 0.152 -0.043
Se -1.5130 -1.3541 0.7060 -0.009 -0.227 1.016
N 0.4969 0.7446 0.8899 0.110 -0.768 -0.061
C -0.4210 1.8207 0.5842 -0.576 0.843 0.112
C -0.7406 2.6465 1.8365 0.051 -0.292 0.138
C -1.3583 1.8303 2.9715 -0.034 0.194 -0.083
C -2.7825 1.3660 2.7063 0.142 -0.074 0.034
C 1.8175 0.9162 1.2517 0.538 -0.632 0.303
C 2.6540 2.0298 1.2339 0.181 0.133 0.034
C 3.9561 1.8429 1.6551 -0.407 0.198 -0.185
C 4.4235 0.5922 2.0782 -0.161 -0.433 0.030
C 3.6089 -0.5216 2.0994 0.169 0.070 0.054
C 2.2913 -0.3427 1.6861 -0.050 0.757 -0.262
H 1.7411 -0.3157 5.6501 -0.007 0.113 0.032
H 0.0691 -0.5576 5.1588 -0.046 -0.008 0.030
H 1.2708 -0.0411 3.9761 0.044 0.149 0.032
H 1.2032 -2.6968 5.4737 0.102 0.009 -0.155
H 2.4959 -2.2638 4.3877 0.005 -0.058 -0.047
H -0.4020 -2.3968 3.4280 -0.058 -0.094 0.011
H 0.5858 -3.8561 3.5895 -0.134 0.002 -0.053
H 0.6847 -3.1979 1.2911 0.199 0.092 0.023
H 2.2761 -2.9356 2.0311 -0.108 0.004 -0.132
H -1.3411 1.3936 0.1756 0.244 0.101 0.043
H 0.0399 2.4693 -0.1639 -0.047 -0.193 -0.130
H -1.4303 3.4385 1.5406 0.068 0.068 -0.045
H 0.1783 3.1180 2.1892 -0.033 0.084 -0.040
H -1.3682 2.4655 3.8581 0.092 -0.086 0.041
H -0.7240 0.9695 3.2060 0.064 0.072 0.158
H -3.4008 2.1847 2.3480 -0.125 0.055 -0.068
H -3.2252 0.9885 3.6235 -0.115 -0.094 0.024
H -2.8316 0.5547 1.9687 -0.105 0.079 -0.042
H 2.3154 2.9949 0.8950 -0.059 0.132 -0.015
H 4.6427 2.6755 1.6505 -0.003 0.100 -0.015
H 5.4530 0.5003 2.3846 0.102 -0.047 0.061
H 3.9903 -1.4774 2.4221 0.004 -0.080 0.039
```
Positions in Å, forces in eV/Å.

* E: -108548.712 eV
* gap between HOMO and LUMO (alpha / beta): 0.118 / 0.148 hartree
* 2S+1: 2
* HOMO level (alpha / beta): -16.0 / -16.0 eV
* net charge: +3

[2]
2 unconnected molecules or ions with the total composition C15H33ClFN3O12PS2 at a distorted geometry. Source: the OMol25 dataset; level of theory: wB97M-V/def2-TZVPD.

The geometry in XYZ format:
```
68
Properties=species:S:1:pos:R:3:forces:R:3
N 0.8386 2.8400 2.9262 0.075 -0.176 -0.176
C 0.0450 1.6122 2.6284 -0.434 1.126 1.266
C -1.1927 1.9706 1.7268 0.662 -0.343 -0.359
C -2.5473 1.4285 2.2660 -0.832 -1.959 0.236
S -3.0944 2.8114 3.4005 -0.293 3.708 0.476
O -3.7261 3.8648 2.6556 -0.684 -1.405 -0.295
O -1.9814 3.3518 4.1291 0.090 -1.904 0.337
F -4.1356 2.2475 4.4938 1.243 -0.064 -1.422
N -2.5406 0.2582 3.1610 -0.080 -0.493 -0.629
C -3.8182 -0.4275 3.1454 -0.198 1.890 -1.684
O -4.1602 -1.2438 3.8986 -0.199 -1.734 1.535
C -4.6977 0.0855 1.9451 0.501 2.160 -0.372
Cl -6.0010 1.3275 2.3298 0.142 -1.079 0.960
P -5.6598 -1.1861 1.0024 -1.158 -1.076 0.042
O -4.8870 -2.3741 0.6160 0.358 0.577 -0.046
O -6.3133 -0.3765 -0.2731 0.533 -0.805 1.131
O -6.9293 -1.6231 1.9355 0.919 1.136 -1.279
C -3.6038 0.9533 1.1793 -1.628 0.817 -2.575
O -4.3095 2.0232 0.5300 1.066 0.141 0.225
C -3.0357 0.1954 -0.0956 1.956 0.082 0.966
C -2.0324 -0.9776 0.2224 0.078 0.241 -0.901
C -1.9384 -1.8748 -1.0506 -0.495 -0.034 -0.789
S -0.7054 -3.1925 -0.9129 1.365 -2.157 1.328
O -1.2302 -4.3270 -0.2116 -0.765 0.660 -0.439
O 0.5563 -2.7402 -0.3493 -0.531 0.978 -1.020
O -0.3857 -3.7115 -2.4407 -0.401 1.133 0.617
H 1.1041 2.8396 3.9123 0.005 -0.080 -0.395
H 0.2551 3.6695 2.8316 0.078 -0.285 0.017
H 0.7134 0.8524 2.1684 -0.759 0.340 0.149
H -0.3122 1.2554 3.6242 0.097 -0.243 -0.938
H -0.9518 1.6011 0.7028 -0.663 0.076 0.701
H -1.3142 3.0731 1.5997 0.271 -0.752 0.239
H -1.7945 -0.4184 2.9883 0.014 0.396 0.454
H -6.4971 -1.0531 -0.9545 0.089 0.341 0.204
H -7.7188 -1.1298 1.6411 0.249 -0.175 0.439
H -3.7007 2.7721 0.4074 -0.375 -0.209 0.113
H -2.4369 0.9732 -0.6318 -0.568 -0.548 0.211
H -3.8551 -0.0852 -0.7825 0.230 0.106 0.770
H -1.0219 -0.5292 0.3617 -0.628 -0.453 0.316
H -2.3553 -1.5409 1.1183 0.272 -0.025 -0.721
H -2.9183 -2.3655 -1.2613 0.762 0.101 0.333
H -1.6829 -1.2860 -1.9637 0.001 -0.254 0.741
H 0.4898 -4.1425 -2.4040 -0.379 0.139 0.132
C 6.0776 -2.0363 -4.3484 0.201 -0.127 0.198
O 6.7447 -0.9011 -3.8034 -0.453 0.117 -0.126
C 5.9557 0.2526 -3.5998 0.493 -0.052 0.090
C 5.6093 0.3918 -2.1254 -0.113 0.151 -0.082
N 4.6778 -0.6973 -1.6703 0.152 -0.244 0.229
C 3.2594 -0.6608 -2.1688 -0.028 -0.007 -0.192
C 2.4730 0.4856 -1.5550 -0.317 -0.346 0.243
O 2.2499 0.2366 -0.1871 0.110 0.432 -0.134
C 3.1082 0.9078 0.7327 0.071 -0.329 0.159
H 6.7207 -2.4814 -5.1059 -0.050 0.016 0.018
H 5.9288 -2.7785 -3.5558 -0.078 -0.131 -0.104
H 5.1139 -1.7875 -4.7991 0.044 0.092 -0.040
H 5.0751 0.2721 -4.2486 -0.028 -0.064 0.052
H 6.5703 1.1118 -3.8783 -0.076 0.041 0.093
H 5.1484 1.3541 -1.9026 -0.006 -0.078 0.004
H 6.5082 0.2749 -1.5209 0.040 0.101 -0.095
H 4.6481 -0.7126 -0.6462 -0.081 0.106 -0.050
H 5.1066 -1.5917 -1.9264 -0.046 0.074 -0.097
H 2.8220 -1.6146 -1.8685 -0.161 0.129 0.016
H 3.2812 -0.6057 -3.2565 0.066 0.023 0.027
H 1.4932 0.5076 -2.0383 0.078 -0.065 -0.100
H 2.9309 1.4636 -1.7292 0.089 -0.017 0.026
H 3.6396 1.7538 0.2892 -0.122 0.031 -0.071
H 3.8339 0.1886 1.1310 0.100 0.092 0.087
H 2.5069 1.2653 1.5656 0.127 0.161 -0.051
```
Positions in Å, forces in eV/Å.

* E: -91322.054 eV
* gap between HOMO and LUMO: 0.331 hartree
* 2S+1: 1
* HOMO level: -11.9 eV
* net charge: +1

[3]
A molecular structure, C12H30HfIO3P2Si at a distorted geometry. Source: the OMol25 dataset; level of theory: wB97M-V/def2-TZVPD.

The geometry in XYZ format:
```
50
Properties=species:S:1:pos:R:3:forces:R:3
C 3.4620 -0.7799 -2.2031 1.307 1.615 2.000
C 2.0550 -1.1344 -2.3061 -1.728 -6.093 -8.473
H 4.1755 -1.1554 -2.9668 -1.181 -0.504 -0.401
H 3.8426 -1.1361 -1.2388 -0.026 0.191 0.148
H 3.5498 0.3127 -2.2203 0.002 0.054 0.229
O 1.4313 -1.7975 -3.0961 2.793 4.376 5.605
I 2.1211 1.7007 1.8908 0.500 -0.154 -0.377
Hf 0.7461 0.2490 0.1508 -2.577 2.366 4.236
P 0.4437 1.9657 -1.7824 -0.932 2.008 -1.694
C -1.1283 1.6765 -2.6591 -0.010 -0.626 0.100
C 0.1723 3.6880 -1.2374 0.256 0.059 0.907
H -0.1445 4.3073 -2.0895 0.163 -0.359 0.072
H 1.2838 3.0141 -3.7672 0.118 -0.201 0.117
H 1.0959 4.0847 -0.8013 -0.172 0.050 -0.120
H 2.6097 2.5045 -2.6756 -0.078 0.056 -0.190
H -1.9787 1.8607 -1.9870 0.230 -0.037 -0.160
H -0.6079 3.7323 -0.4699 0.108 -0.046 -0.099
C 1.6473 2.2132 -3.1110 0.337 -0.328 0.065
H -1.1808 2.3509 -3.5231 -0.026 -0.190 0.171
H 1.7634 1.2952 -3.6920 0.065 0.146 -0.215
H -1.1586 0.6288 -2.9816 -0.292 0.492 -0.359
P 1.2722 -2.1543 0.9929 -0.044 -2.460 1.359
C -0.1347 -3.2692 0.6738 -0.195 0.298 -0.535
C 2.7176 -3.1133 0.4779 0.211 0.268 -0.336
H 2.2745 -1.7978 3.1724 -0.142 -0.191 0.030
H 1.4135 -3.3811 3.0910 0.041 0.256 -0.322
H 0.5071 -1.8602 3.2922 0.128 -0.054 -0.111
C 1.3793 -2.3172 2.8110 0.094 0.860 0.342
H 3.6274 -2.5678 0.7522 -0.025 -0.209 -0.018
H 2.6969 -4.0802 0.9965 0.045 0.207 -0.158
H 0.1598 -4.2921 0.9398 -0.117 0.205 -0.094
H -0.3960 -3.2039 -0.3895 -0.072 -0.580 0.366
H 2.6939 -3.2801 -0.6017 0.146 -0.237 0.040
H -1.0075 -2.9624 1.2677 0.239 -0.064 -0.137
C -0.4167 -1.0604 -1.4494 -5.291 -2.826 -2.628
O -1.2807 -1.6061 -2.0043 4.101 2.509 2.511
C -3.0465 -0.9427 2.3647 0.140 -0.107 -0.322
Si -2.4282 0.7288 1.8087 -2.011 0.741 1.683
C -3.5737 1.6069 0.6229 0.168 -0.220 -0.244
C -2.1896 1.8126 3.3238 0.412 -0.009 -0.148
O -0.9442 0.5323 1.0698 3.153 -1.148 -2.637
H -3.9544 -0.8085 2.9666 0.180 0.059 -0.071
H -2.3160 -1.4714 2.9915 -0.143 0.100 -0.079
H -3.3294 -1.5796 1.5195 0.048 -0.037 0.078
H -4.5115 1.8490 1.1395 0.206 -0.034 -0.007
H -3.1506 2.5515 0.2557 -0.094 -0.149 0.088
H -3.8462 0.9746 -0.2295 0.018 0.099 -0.006
H -1.4786 1.3554 4.0263 -0.238 0.082 -0.054
H -1.7843 2.7952 3.0440 -0.186 -0.143 0.099
H -3.1542 1.9612 3.8405 0.371 -0.094 -0.249
```
Positions in Å, forces in eV/Å.

* E: -54909.149 eV
* gap between HOMO and LUMO (alpha / beta): 0.123 / 0.109 hartree
* 2S+1: 1
* HOMO level (alpha / beta): -18.3 / -18.1 eV
* net charge: +3

[4]
A molecular structure, C38H51BBrIrN6O3S4. Source: the OMol25 dataset; level of theory: wB97M-V/def2-TZVPD.

The geometry in XYZ format:
```
105
Properties=species:S:1:pos:R:3:forces:R:3
Ir -0.2255 0.0471 0.0540 -0.084 0.603 0.122
C 4.5247 0.2683 -2.2489 0.030 0.003 -0.012
C 3.8637 1.3966 -1.5256 0.009 0.045 0.017
C 4.4751 2.5886 -1.2373 0.013 -0.034 0.016
C 3.7869 3.6265 -0.5627 0.039 0.004 0.023
N 2.5441 3.4610 -0.1689 0.029 0.033 0.075
N 1.9589 2.3042 -0.4481 0.025 -0.158 0.022
B 0.4572 2.1777 -0.0931 0.062 -0.009 0.124
N 0.2211 2.9209 1.2454 -0.079 -0.008 -0.019
N -0.0855 4.2156 1.1883 -0.068 0.029 -0.028
C -0.1555 4.8694 2.3213 -0.020 0.036 -0.012
C 0.1060 4.2128 3.5520 0.017 -0.035 0.047
C 0.4188 2.8823 3.6046 0.000 0.035 -0.031
C 0.7013 2.1327 4.8648 -0.003 0.013 0.027
C 0.4429 2.2331 2.3510 0.072 0.097 -0.089
S 0.7146 0.5427 2.1096 -0.079 -0.192 -0.010
C -0.5238 6.3404 2.2796 0.004 -0.020 0.010
C -0.7345 6.8044 0.8402 0.004 0.022 -0.015
C -1.8177 6.5411 3.0823 -0.028 0.036 -0.016
C 0.6145 7.1498 2.9210 0.028 -0.024 0.020
N -0.4060 2.8437 -1.1701 -0.061 -0.114 -0.116
N 0.1724 3.6987 -2.0110 0.040 0.063 -0.014
C -0.6124 4.4231 -2.7716 0.020 -0.015 -0.010
C -2.0227 4.2991 -2.6785 -0.068 0.039 0.030
C -2.6102 3.3902 -1.8422 0.043 0.004 -0.013
C -4.0837 3.1818 -1.7205 -0.032 0.014 -0.012
C -1.7065 2.6133 -1.0877 0.081 -0.020 -0.018
S -2.1778 1.3310 -0.0162 -0.012 -0.080 0.008
C 0.0253 5.4286 -3.7121 0.009 -0.016 0.012
C -0.2362 6.8264 -3.1280 -0.009 0.012 0.016
C -0.6147 5.3146 -5.1030 0.013 0.028 -0.024
C 1.5321 5.1974 -3.8268 0.012 0.009 0.009
C 2.5316 1.3004 -1.0850 -0.100 0.028 -0.052
S 1.4614 -0.0483 -1.3899 -0.024 -0.021 -0.100
C 4.4601 4.9507 -0.2588 -0.035 -0.024 -0.004
C 5.5335 4.6986 0.8113 0.026 0.032 0.010
C 5.1187 5.4842 -1.5419 -0.005 -0.008 -0.010
C 3.4391 5.9639 0.2570 -0.023 -0.013 -0.004
H 5.5938 0.4435 -2.3417 -0.004 0.002 -0.012
H 4.1088 0.1635 -3.2533 -0.013 -0.011 0.005
H 4.3739 -0.6747 -1.7217 0.000 0.000 -0.001
H 5.5079 2.7453 -1.5212 -0.006 -0.007 -0.031
H 0.0391 4.7798 4.4718 0.010 -0.004 0.003
H 0.4247 2.7213 5.7362 0.013 0.001 -0.001
H 1.7650 1.8963 4.9370 -0.001 -0.018 -0.008
H 0.1505 1.1912 4.8883 -0.004 0.003 0.004
H -1.5938 6.3103 0.3824 0.021 -0.023 -0.011
H 0.1429 6.6032 0.2241 0.011 0.017 0.015
H -0.9200 7.8783 0.8364 -0.019 -0.005 -0.001
H -2.6533 6.0075 2.6253 0.006 -0.009 0.010
H -2.0678 7.6019 3.1049 -0.005 -0.001 -0.014
H -1.7216 6.2104 4.1174 0.012 0.002 0.000
H 1.5716 6.9504 2.4360 -0.023 0.021 -0.014
H 0.7173 6.9405 3.9868 0.013 -0.013 -0.001
H 0.4025 8.2137 2.8192 -0.017 -0.001 0.018
H -2.6447 4.9319 -3.2985 -0.010 -0.010 0.000
H -4.6298 3.9235 -2.2983 0.002 -0.007 -0.005
H -4.4038 3.2534 -0.6794 -0.002 0.003 -0.001
H -4.3582 2.1892 -2.0837 0.002 -0.006 0.011
H -1.3030 7.0266 -3.0079 0.002 -0.006 0.002
H 0.1671 7.5824 -3.8017 -0.004 -0.003 -0.004
H 0.2467 6.9412 -2.1558 0.003 0.005 -0.006
H -1.6499 5.6569 -5.1179 -0.006 -0.019 0.010
H -0.5778 4.2909 -5.4797 0.008 -0.002 -0.002
H -0.0641 5.9446 -5.8013 -0.004 0.010 0.008
H 2.0043 5.1304 -2.8465 0.003 0.041 0.008
H 1.9777 6.0342 -4.3645 -0.008 -0.023 -0.037
H 1.7536 4.2840 -4.3822 -0.003 -0.026 0.041
H 6.2580 3.9461 0.4937 0.000 0.006 -0.003
H 5.0858 4.3733 1.7519 -0.002 -0.010 -0.001
H 6.0827 5.6215 0.9981 -0.011 0.003 0.007
H 6.0118 4.9199 -1.8134 -0.017 -0.020 -0.019
H 5.4298 6.5158 -1.3814 0.028 -0.010 0.011
H 4.4290 5.4721 -2.3881 -0.014 0.027 0.010
H 3.0022 5.6422 1.2031 0.008 -0.013 -0.013
H 2.6246 6.1102 -0.4557 0.016 0.014 -0.013
H 3.9344 6.9215 0.4141 0.007 -0.005 0.018
O 0.8253 -2.8815 0.4537 0.058 0.033 0.033
S 0.3667 -4.0998 -0.2224 -0.083 -0.287 -0.050
C -0.3970 -5.2889 0.9260 0.028 0.060 -0.013
C 0.4045 -6.5757 0.7133 -0.059 0.003 -0.026
C 1.8401 -6.1737 0.3663 0.026 0.039 -0.023
C 1.7247 -5.1631 -0.7746 -0.015 0.047 -0.003
H -1.4603 -5.3572 0.7039 -0.002 0.024 0.003
H -0.2415 -4.8201 1.9001 -0.028 -0.040 0.025
H -0.0336 -7.1482 -0.1056 0.005 -0.030 0.021
H 0.3533 -7.1885 1.6120 0.014 0.020 0.015
H 2.4367 -7.0270 0.0472 -0.013 -0.004 -0.017
H 2.3348 -5.7119 1.2224 0.013 -0.030 0.008
H 1.3893 -5.6230 -1.7060 0.011 0.018 -0.017
H 2.5744 -4.5087 -0.9603 0.026 -0.027 0.028
Br -1.8032 -4.0227 -2.4408 0.031 0.014 0.025
C -3.0843 -3.8103 -1.0522 -0.009 -0.002 0.036
C -4.0731 -4.7754 -0.9895 0.003 0.005 -0.001
C -5.0201 -4.7217 0.0267 -0.005 -0.016 0.002
C -4.9591 -3.7289 0.9919 0.008 0.015 0.003
C -3.9558 -2.7766 0.9338 -0.040 0.012 0.016
C -3.0133 -2.7876 -0.0968 0.041 -0.041 -0.107
C -2.0054 -1.7143 -0.0902 -0.020 -0.142 0.108
O -1.7297 -1.1195 1.0085 0.093 0.003 0.060
O -1.3553 -1.3398 -1.1178 0.082 0.016 -0.090
H -4.1096 -5.5626 -1.7300 0.000 0.008 -0.003
H -5.8013 -5.4694 0.0607 -0.001 0.001 0.000
H -5.6915 -3.6953 1.7863 0.002 0.005 0.001
H -3.8962 -1.9963 1.6801 -0.005 -0.003 0.000
```
Positions in Å, forces in eV/Å.

* E: -172194.338 eV
* gap between HOMO and LUMO (alpha / beta): 0.240 / 0.191 hartree
* 2S+1: 2
* HOMO level (alpha / beta): -16.0 / -16.0 eV
* net charge: +3

[5]
2 unconnected molecules or ions with the total composition CH4N2O2 at a distorted geometry. Source: the OMol25 dataset; level of theory: wB97M-V/def2-TZVPD.

The geometry in XYZ format:
```
9
Properties=species:S:1:pos:R:3:forces:R:3
C 1.2873 -0.4541 0.0267 0.107 -0.477 -0.949
N -1.5663 -0.1264 -0.1609 -0.824 -1.925 -0.569
N -1.0851 0.9110 0.0409 -0.081 4.426 0.717
O -2.6129 -0.6796 -0.0447 -1.633 -0.725 0.154
O 0.7585 0.7820 -0.2075 2.768 0.888 -1.798
H 2.2530 -0.5018 -0.4930 0.175 0.021 0.483
H 0.7580 -1.3586 -0.2685 -0.579 0.130 -0.906
H 1.2780 -0.5299 1.0516 1.230 -0.762 2.756
H -1.0704 1.9574 0.0552 -1.163 -1.576 0.112
```
Positions in Å, forces in eV/Å.

* E: -8168.586 eV
* gap between HOMO and LUMO (alpha / beta): 0.312 / 0.278 hartree
* 2S+1: 3
* HOMO level (alpha / beta): -7.7 / -9.4 eV

- Which value of E does entry 4 give?
  -172194.338 eV